1.
32
Properties=species:S:1:pos:R:3:mulliken_spin:R:1 method="wB97M-V/def2-TZVPD" multiplicity=4 homo_energy_ev="-2.16 / -4.12" e_lumo_ha="0.0990 / 0.0984" mol_weight_g_mol=384.50 s_squared=3.76 orbital_gap_ha="0.178 / 0.250" total_charge=-1 e_tot_ha=-2786.8243
Ti -2.799 0.220 -0.565 0.917
Cl -1.523 1.905 0.577 0.018
C -3.853 -0.470 1.069 0.003
C -3.399 1.452 -2.057 -0.046
H -4.854 -0.705 0.642 -0.022
H -3.352 -1.383 1.456 0.009
H -3.892 0.338 1.826 0.002
H -4.417 1.083 -2.303 0.026
H -2.693 1.315 -2.903 -0.004
H -3.391 2.488 -1.669 0.015
Tm 0.143 -0.105 0.196 2.062
C 1.766 0.629 -1.220 0.012
C -1.550 -1.088 -1.225 0.005
H 1.690 0.075 -2.190 0.001
H 1.748 1.748 -1.253 0.000
H 2.726 0.317 -0.707 -0.011
H -1.249 -1.003 -2.300 -0.001
H -1.501 -2.048 -0.626 0.000
C 3.966 -1.511 0.529 0.000
C 3.208 -0.510 1.415 0.007
C 2.943 -1.066 2.803 -0.001
C 3.911 0.859 1.474 0.001
O 1.890 -0.418 1.051 0.003
H 4.922 -1.728 1.027 0.000
H 4.170 -1.154 -0.484 0.000
H 3.395 -2.446 0.451 0.001
H 3.902 -1.245 3.300 0.000
H 2.310 -0.338 3.344 0.001
H 2.345 -1.989 2.683 0.000
H 4.110 1.306 0.497 0.000
H 3.309 1.568 2.056 0.000
H 4.870 0.710 1.995 0.000


2.
12
Properties=species:S:1:pos:R:3:mulliken_charge:R:1 method="wB97M-V/def2-TZVPD" multiplicity=1 homo_energy_ev=-9.35 e_lumo_ha=0.0315 mol_weight_g_mol=128.60 smiles=C[C@H](S)[C@@H](F)Cl orbital_gap_ha=0.375 e_tot_ha=-1076.1329
C 0.919 0.093 -1.019 -1.092
C 0.140 0.611 0.231 -0.140
C -1.153 -0.180 0.077 -0.010
H 0.414 0.357 -1.913 0.376
H 2.005 0.451 -0.976 0.282
H 0.855 -0.975 -0.885 0.371
H -0.195 1.602 0.195 0.351
H 0.779 -0.931 1.905 0.124
H -1.476 0.000 -0.925 0.309
F -0.898 -1.527 0.270 -0.256
S 0.972 0.340 1.775 -0.169
Cl -2.362 0.162 1.264 -0.147


The following ΔE to the lowest compared entry with this formula, charge and spin values (in eV) correspond, in order, to the records above: 0.9314; 0.3732.
The following strongest force on any atom values (in hartree/bohr) correspond, in order, to the records above: 0.0378; 0.0577.